DFT (ωB97M-V/def2-TZVPD) results for an isolated molecule of C4H7NO.

XYZ file:
```
13
Properties=species:S:1:pos:R:3
O 2.359 -0.458 0.773
N 0.506 0.697 0.060
C -1.729 -0.464 0.355
C 1.836 0.584 0.472
C -0.328 -0.499 -0.211
C -0.017 0.109 -1.529
H 0.243 -1.364 0.133
H 2.360 1.554 0.480
H -2.246 0.461 0.079
H 0.115 1.611 -0.109
H -2.291 -1.299 -0.076
H 0.925 -0.353 -1.873
H -1.732 -0.579 1.445
```

Output
Electronic energy (eV): -7795.4623
LUMO (eV): 0.683
Frontier orbital gap (eV): 9.11
Maximum force (Eh/bohr): 0.012
Energy above the lowest of the compared OMol25 structures with the same formula, charge and spin (kcal/mol): 96.4

DFT (ωB97M-V/def2-TZVPD) results for a cluster of 2 separate species, C5H8N2O2 in total.

XYZ file:
```
17
Properties=species:S:1:pos:R:3
O 3.715 0.587 -1.698
O -1.128 1.041 -0.990
N 2.217 1.267 0.723
N 0.110 -1.335 -0.351
C -1.137 0.638 0.351
C 1.334 0.525 0.561
C -2.395 -0.050 0.715
C -3.445 -0.572 1.016
C 0.088 -0.275 0.640
H -4.375 -0.976 1.377
H 0.985 -1.848 -0.354
H 2.816 0.631 -2.042
H -0.850 0.269 -1.509
H -0.643 -2.007 -0.197
H -1.062 1.541 0.973
H 3.753 1.197 -0.897
H 0.015 -0.632 1.683
```

Output
Electronic energy (eV): -12387.2581
SMILES: C#C[C@H](O)[C@@H](N)C#N.O
LUMO (eV): 0.448
Frontier orbital gap (eV): 11.18
Maximum force (Eh/bohr): 0.041
Energy above the lowest of the compared OMol25 structures with the same formula, charge and spin (kcal/mol): 84.8

DFT (ωB97M-V/def2-TZVPD) results for a structure of composition C33H33BBiN10OS3SeSi.

XYZ file:
```
84
Properties=species:S:1:pos:R:3
Bi -0.566 -1.388 2.053
Se 1.297 -0.240 3.983
S 1.057 -3.432 1.811
S -0.651 -2.638 -0.458
S 1.665 -4.479 -0.885
Si 2.784 -1.679 4.850
O 1.682 4.239 -10.069
N -0.179 2.420 -4.201
N -2.067 0.385 3.297
N -3.330 -1.834 1.450
N 1.290 -0.206 0.431
N -3.140 0.069 4.045
N -1.226 0.795 0.321
N -2.991 -2.444 4.336
N -1.795 -2.753 3.804
N -4.241 -1.476 2.375
N 1.884 1.607 -4.112
C -2.471 2.046 4.757
C 1.200 2.777 -6.210
C 0.921 0.440 -0.687
C -5.336 -1.611 0.463
C -0.888 1.665 -1.891
C -3.979 -1.926 0.298
C -2.454 1.273 0.305
C 2.950 4.211 -10.690
C 0.325 3.781 -8.222
C -1.653 1.571 3.721
C 0.134 3.304 -6.945
C 1.593 3.745 -8.803
C 1.295 1.294 -2.909
C 2.059 -3.304 5.450
C 0.724 -3.524 0.082
C -2.983 1.970 -0.787
C -0.439 0.979 -0.751
C 4.177 -2.100 3.655
C -2.326 -4.308 5.323
C -3.327 -3.360 5.258
C 0.026 1.807 -2.988
C 1.804 0.602 -1.767
C -1.387 -3.876 4.381
C 3.097 0.075 -1.654
C 3.461 -0.556 -0.494
C 3.558 -0.835 6.346
C -3.405 1.046 4.930
C 2.518 -0.669 0.533
C -2.195 2.164 -1.894
C 2.663 3.227 -8.087
C -5.453 -1.337 1.810
C 0.949 2.280 -4.853
C 2.455 2.750 -6.797
B -3.873 -1.268 3.858
H -3.447 -2.219 -0.594
H 3.799 0.163 -2.475
H 1.728 -3.917 4.611
H -6.307 -1.067 2.409
H -4.260 -3.274 5.788
H 4.013 0.116 6.064
H 3.657 3.190 -8.509
H -2.554 2.691 -2.768
H 2.796 -0.629 7.101
H -3.044 1.092 1.196
H 3.311 2.364 -6.257
H 2.760 -1.161 1.465
H -0.846 3.327 -6.488
H -4.001 2.334 -0.747
H 3.798 -2.712 2.833
H 1.208 -3.134 6.113
H 2.821 -3.868 5.998
H 3.678 4.810 -10.138
H 4.329 -1.469 6.795
H 4.446 -0.981 -0.364
H -2.387 2.970 5.302
H 3.324 3.188 -10.786
H 2.812 4.637 -11.680
H -4.234 0.956 5.613
H -4.882 -1.260 4.517
H 4.621 -1.192 3.240
H -2.279 -5.178 5.954
H 2.799 1.332 -4.416
H -0.449 -4.318 4.089
H -0.777 2.021 3.280
H 4.965 -2.669 4.159
H -6.114 -1.606 -0.281
H -0.496 4.188 -8.797
```

Output
Electronic energy (eV): -163959.7245
LUMO (eV): 1.776
Frontier orbital gap (eV): 6.00
Maximum force (Eh/bohr): 0.014
Total charge: -1
Energy above the lowest of the compared OMol25 structures with the same formula, charge and spin (kcal/mol): 0.0

Q: Which formula does entry 3 have?
A: C33H33BBiN10OS3SeSi